102
Properties=species:S:1:pos:R:3:forces:R:3 method="wB97M-V/def2-TZVPD" orbital_gap_ev=10.3 total_energy_ev=-142566.5608 homo_ev=-10.22
N -2.651 -0.587 -5.076 -0.197 0.278 0.298
B -4.068 -0.517 -4.979 -0.040 -0.458 -0.103
Cl -5.002 0.984 -4.973 -0.024 0.158 0.231
Br -5.115 -2.139 -4.831 0.096 0.169 -0.170
H -2.164 0.113 -4.526 0.048 0.162 -0.295
H -2.286 -0.580 -6.022 0.124 -0.277 0.093
C -4.350 3.182 -8.195 0.029 0.069 -0.097
C -3.168 2.516 -7.670 -0.083 -0.091 0.202
N -2.272 1.970 -7.209 0.112 -0.054 -0.097
H -5.234 2.831 -7.666 0.015 -0.025 0.015
H -4.255 4.258 -8.062 -0.009 0.007 -0.016
H -4.456 2.960 -9.255 -0.029 0.024 -0.010
C 0.822 1.663 -5.637 0.040 -0.017 -0.144
C 0.624 0.985 -4.367 0.002 -0.041 0.147
N 0.458 0.449 -3.363 -0.006 0.023 -0.065
H -0.051 1.520 -6.269 -0.065 0.070 -0.017
H 0.967 2.729 -5.475 -0.069 0.013 0.042
H 1.702 1.254 -6.130 0.012 -0.027 0.045
C -3.214 -1.493 -0.986 0.056 0.082 -0.032
C -4.448 -0.994 -0.394 -0.081 0.029 0.116
N -5.413 -0.594 0.083 0.055 0.021 -0.040
H -2.409 -0.786 -0.788 0.040 -0.041 -0.008
H -2.952 -2.455 -0.551 -0.013 -0.012 -0.008
H -3.342 -1.607 -2.060 0.034 -0.065 -0.054
C 4.296 -0.610 -2.800 -0.037 0.001 0.088
C 4.003 -0.088 -4.125 -0.095 -0.061 -0.028
N 3.745 0.301 -5.173 0.157 0.032 -0.145
H 3.374 -0.967 -2.345 -0.008 0.016 0.007
H 5.006 -1.431 -2.874 0.003 0.002 0.006
H 4.719 0.176 -2.177 0.005 -0.007 0.012
C -3.047 2.549 1.225 0.020 -0.045 0.053
C -2.121 1.428 1.301 0.063 -0.105 0.024
N -1.391 0.542 1.360 -0.058 0.041 -0.044
H -4.066 2.186 1.120 -0.034 -0.001 -0.033
H -2.973 3.151 2.130 0.003 -0.001 0.000
H -2.799 3.166 0.365 -0.040 0.025 -0.014
C 0.135 0.802 4.426 -0.102 -0.018 -0.001
C 0.077 1.933 5.337 -0.019 -0.001 0.240
N 0.031 2.805 6.083 0.074 0.039 -0.178
H -0.322 1.061 3.473 0.038 -0.048 -0.022
H 1.169 0.517 4.250 -0.051 -0.036 0.040
H -0.397 -0.039 4.866 -0.026 0.022 0.019
C -5.264 4.122 -2.706 0.003 0.008 -0.028
C -5.531 3.733 -1.327 -0.112 -0.089 0.079
N -5.758 3.410 -0.250 0.062 0.114 -0.068
H -5.486 3.289 -3.370 0.016 0.018 0.020
H -5.889 4.972 -2.975 0.004 0.012 -0.005
H -4.218 4.399 -2.818 0.004 0.001 -0.026
C 0.664 -2.689 2.044 -0.029 0.008 -0.024
C 1.925 -2.939 2.727 0.190 0.002 0.161
N 2.917 -3.119 3.279 -0.101 -0.120 -0.104
H 0.848 -2.144 1.121 -0.008 0.033 0.007
H 0.171 -3.634 1.822 -0.004 0.003 -0.002
H 0.017 -2.083 2.676 -0.014 0.019 -0.023
C -2.551 3.533 7.984 -0.044 -0.054 0.031
C -3.099 3.008 9.228 -0.051 -0.018 0.119
N -3.529 2.594 10.209 0.015 -0.013 -0.072
H -3.305 3.477 7.201 0.008 0.013 -0.015
H -2.251 4.571 8.118 0.011 0.001 -0.003
H -1.683 2.953 7.682 0.012 0.039 -0.010
C 2.314 -1.550 6.941 0.016 -0.030 0.005
C 0.902 -1.246 7.124 -0.158 -0.008 0.050
N -0.216 -1.022 7.264 0.072 0.015 -0.018
H 2.614 -1.327 5.917 0.008 -0.033 -0.011
H 2.912 -0.958 7.632 -0.003 0.012 -0.002
H 2.489 -2.608 7.124 0.062 -0.001 -0.044
C -3.528 -1.444 9.124 0.028 0.050 0.033
C -3.883 -2.855 9.199 -0.031 -0.124 -0.001
N -4.164 -3.967 9.259 0.015 0.058 -0.002
H -2.454 -1.324 9.252 0.007 0.017 -0.039
H -3.809 -1.045 8.152 0.013 0.010 -0.009
H -4.049 -0.889 9.902 0.012 0.026 -0.004
C 3.460 -6.678 4.663 0.025 -0.050 -0.034
C 3.517 -5.558 5.588 -0.074 0.159 -0.019
N 3.540 -4.654 6.292 0.043 -0.049 0.165
H 3.020 -6.355 3.722 -0.017 0.029 0.006
H 4.467 -7.051 4.480 -0.007 -0.019 0.001
H 2.855 -7.478 5.084 -0.001 -0.008 -0.010
C 4.786 -0.043 -8.776 -0.014 -0.050 0.116
C 3.966 0.872 -9.557 -0.031 0.101 -0.071
N 3.331 1.611 -10.165 0.005 -0.013 0.077
H 5.788 0.368 -8.667 0.012 -0.009 -0.004
H 4.350 -0.172 -7.785 0.016 0.012 0.013
H 4.849 -1.011 -9.269 -0.014 0.013 -0.031
C 3.158 2.641 2.270 0.030 0.029 0.007
C 2.836 1.224 2.347 -0.039 -0.134 -0.049
N 2.553 0.113 2.419 0.113 0.135 -0.145
H 4.226 2.787 2.414 0.001 0.023 0.005
H 2.870 3.030 1.295 -0.005 0.017 0.003
H 2.617 3.182 3.046 0.005 0.007 -0.005
C 4.912 -7.931 0.959 0.021 -0.013 -0.007
C 3.520 -7.552 1.163 -0.098 0.030 -0.013
N 2.425 -7.250 1.328 0.037 -0.006 0.001
H 5.217 -7.676 -0.053 0.019 -0.005 -0.002
H 5.546 -7.401 1.667 0.010 0.005 -0.006
H 5.027 -9.003 1.107 0.015 -0.003 -0.004
C 2.541 4.882 -7.819 0.005 0.020 -0.020
C 1.386 5.060 -6.949 -0.104 -0.024 0.051
N 0.473 5.178 -6.262 0.071 0.023 -0.035
H 3.215 5.730 -7.715 0.013 -0.002 -0.010
H 3.068 3.969 -7.549 0.001 -0.011 -0.022
H 2.216 4.806 -8.855 0.020 -0.028 -0.009



13
Properties=species:S:1:pos:R:3:forces:R:3 method="wB97M-V/def2-TZVPD" orbital_gap_ev="5.8 / 9.1" multiplicity=2 total_energy_ev=-11100.7281 homo_ev="-9.66 / -12.96" total_charge=+1
O 1.949 -1.285 -0.578 1.239 -0.711 -0.266
C 1.341 -1.264 0.625 0.388 -0.004 0.201
C 1.609 -0.315 -1.510 -2.614 -0.337 -0.487
O 1.725 -2.068 1.481 -0.307 -0.095 0.183
O 0.424 -0.411 0.845 -0.768 0.476 0.304
C 0.497 -0.608 -2.369 -0.226 1.149 2.505
Li 0.304 -1.323 2.649 0.666 -0.231 -0.637
H 2.053 0.647 -1.233 -0.513 -0.076 -0.327
H -0.114 -1.511 -2.375 0.464 0.325 -0.069
C 1.311 0.032 -3.332 1.031 -0.453 -1.339
H 1.340 1.122 -3.416 0.124 -0.242 -0.054
H 1.623 -0.552 -4.198 0.388 0.285 0.243
Cs -1.453 1.629 0.164 0.128 -0.086 -0.256



Strongest force on any atom / eV/Å: 0.47 2.77